Below is a structure of composition C21H21NSSn at a distorted geometry, with properties calculated with ωB97M-V with the def2-TZVPD basis set.

Properties
Electronic energy   -40268.6146 eV
Gap between HOMO and LUMO (spin up / spin down)   3.74 / 3.27 eV
HOMO level (spin up / spin down)   -4.743 / -4.538 eV

```
45
Properties=species:S:1:pos:R:3:forces:R:3
Sn -0.330227 2.231841 -0.596089 -0.755 -1.109 -0.093
S 3.953007 1.595393 0.148562 -0.236 -0.253 -0.709
N 1.587839 0.990777 -0.728949 0.557 0.104 1.365
C 2.016108 0.289635 -3.052558 0.267 0.081 -0.100
C -0.913380 -2.848629 0.991152 -0.096 -0.438 -0.526
C 2.920080 0.420691 -4.105048 -0.114 -0.250 0.180
C 0.106730 1.667477 1.483120 0.083 -0.364 -1.197
C -3.776316 -1.624405 0.713072 -0.623 0.318 0.207
C -1.339901 -2.799310 -0.529390 0.373 -1.474 0.409
C -1.570285 -1.897329 1.936289 -0.405 0.279 0.430
C 4.630736 1.282832 -2.606142 0.316 -0.343 -0.318
C -2.780017 -1.347501 1.804031 0.367 0.262 -0.066
C 1.336439 2.651909 3.785340 0.672 0.163 -0.139
C -2.581756 -0.728292 -1.484126 -0.602 0.539 -0.203
C 1.509174 1.764143 1.543717 0.478 0.674 1.669
C -3.746804 -0.627668 -0.455392 0.010 -0.211 -0.241
C 2.139113 2.297220 2.703323 -0.576 -0.392 -0.423
C 2.438844 0.700612 -1.791036 -0.112 1.132 0.407
C 2.245348 1.389749 0.375459 -0.206 -0.400 -1.562
C 3.755514 1.121207 -1.545475 -0.221 0.081 -0.059
C -0.018988 2.309238 3.802763 -0.364 -0.718 -0.619
C -0.613696 1.720009 2.665141 0.271 0.861 1.353
C -1.404233 -1.533465 -1.213724 1.297 1.446 -0.181
C 4.216688 0.917113 -3.892103 -0.164 -0.016 0.306
H 1.002404 -0.102573 -3.164928 0.304 0.293 -0.152
H 1.785776 3.188212 4.622251 -0.158 -0.287 -0.119
H 0.180795 -2.738508 1.030237 -0.313 0.092 0.122
H -0.469828 -1.176055 -1.686791 -0.544 -0.200 0.297
H -3.108794 -0.560337 2.503142 0.232 -0.607 -0.039
H -3.090247 -1.108030 -2.403734 0.358 0.382 -0.061
H 4.899251 1.000328 -4.739074 -0.184 0.104 0.312
H -1.621254 1.314167 2.729459 -0.028 0.534 -0.191
H -1.017961 -1.714012 2.864590 -0.022 0.287 -0.395
H 2.597180 0.142367 -5.106579 0.179 0.023 0.186
H -3.763895 0.394613 -0.056986 -0.043 -0.151 0.062
H -2.290735 -3.338934 -0.628860 0.236 -0.029 -0.034
H 3.223549 2.437239 2.701229 -0.340 0.053 0.216
H -0.568789 -3.397639 -1.058910 -0.355 -0.018 0.339
H 5.610061 1.705924 -2.420059 0.067 -0.116 -0.174
H -4.680430 -0.778551 -1.018949 0.177 0.256 0.200
H -3.747368 -2.665472 0.367450 0.002 0.363 0.126
H -4.770842 -1.482891 1.178253 0.303 -0.231 -0.173
H -0.616083 2.495150 4.697103 0.185 -0.120 -0.213
H -1.145764 -3.868635 1.332770 0.265 0.027 -0.047
H -2.187042 0.310391 -1.693552 -0.537 -0.628 -0.152
```
Forces are in eV/Å.

---

Below is a cluster of 4 separate species, H8O4 in total, with properties calculated with ωB97M-V with the def2-TZVPD basis set.

Properties
SMILES   O.O.O.O
Electronic energy   -8319.8442 eV
Gap between HOMO and LUMO   11.51 eV
HOMO level   -11.112 eV

```
12
Properties=species:S:1:pos:R:3:forces:R:3
O 2.521980 2.100803 1.578670 -0.045 -0.032 0.049
O -1.736092 -1.554858 -2.012366 0.106 0.143 -0.165
O -0.231110 -1.947470 0.505600 -0.165 0.089 -0.119
O -0.045490 1.176809 0.399762 -0.156 -0.160 -0.124
H -2.130741 -1.753692 -2.868569 -0.067 -0.018 0.100
H -0.658384 0.910528 -0.295905 0.031 0.178 0.005
H 2.378620 2.195821 2.525726 0.033 -0.032 -0.045
H -0.835751 -1.280162 -2.224884 -0.003 -0.125 0.091
H -0.379487 -1.008277 0.668617 0.133 -0.082 0.173
H -1.001569 -2.220969 -0.009518 0.095 -0.003 0.017
H 2.142299 1.241364 1.356044 -0.045 0.110 -0.027
H -0.024272 2.140103 0.376828 0.084 -0.068 0.044
```
Forces are in eV/Å.

---

Below is a cluster of 8 separate species, C16H24F4N4O20 in total at a distorted geometry, with properties calculated with ωB97M-V with the def2-TZVPD basis set.

Properties
SMILES   O=C1OC[C@@H](F)O1.O=C1OC[C@@H](F)O1.O=C1OC[C@@H](F)O1.O=C1OC[C@@H](F)O1.C[N+](=O)[O-].C[N+](=O)[O-].C[N+](=O)[O-].C[N+](=O)[O-]
Electronic energy   -74751.0972 eV
Gap between HOMO and LUMO   10.42 eV
HOMO level   -10.952 eV

```
68
Properties=species:S:1:pos:R:3:forces:R:3
F 5.777034 2.138586 10.180635 0.549 0.186 -0.020
F 3.276345 -1.443437 0.254769 -0.032 0.116 0.147
F 1.266673 0.960531 6.305721 -0.279 -0.015 -0.254
F 1.618041 -2.856476 5.571554 -0.096 -0.215 -0.472
O 5.736132 -1.404905 3.348438 -0.482 -0.687 -0.101
O -0.702471 -2.106814 7.532956 0.624 0.207 -0.096
O 6.565667 -3.666770 9.208612 0.046 0.223 -0.463
O 7.027072 0.424030 11.055983 -0.024 0.036 -0.431
O 0.526741 -3.939208 7.202969 -0.074 0.125 -0.347
O 7.463050 -1.548743 12.039055 -0.157 -0.229 0.437
O 4.907377 -0.023167 7.230933 -0.214 0.352 0.286
O 2.535937 2.769523 4.547362 0.617 0.601 0.115
O 1.350711 0.978317 4.032987 -0.745 -0.182 -0.145
O 0.985670 2.924899 2.922329 -0.452 0.288 -0.362
O 3.515772 -4.752633 3.348394 -0.262 0.315 -0.169
O 7.879083 -0.731652 5.628929 0.099 0.098 -0.031
O 8.504299 -0.092320 3.663104 0.230 -0.119 0.079
O 3.170771 -1.145167 7.886410 0.253 0.468 0.054
O 5.185178 -5.256558 9.685746 -0.205 -0.015 -0.442
O 3.513440 -1.413178 3.320085 -1.325 0.675 1.104
O 4.569940 -2.505876 1.767971 -0.148 -0.541 -1.244
O -0.247122 -3.444094 9.266062 0.412 -0.031 0.310
O 5.402804 -1.066635 11.285666 -0.933 -0.599 -0.162
O 4.505855 -5.060282 5.233463 0.082 0.073 -0.064
N 4.229928 -1.031066 7.300691 -0.038 -1.084 -0.778
N 7.957842 0.081008 4.729485 -0.182 -0.096 -0.453
N 6.166263 -4.580985 9.892294 -0.095 0.130 1.026
N 4.304195 -5.324668 4.071669 0.109 -0.420 0.135
C 6.034476 0.804614 10.120261 -1.161 -0.087 0.667
C 2.038893 0.669952 5.197115 0.899 0.027 0.610
C -0.115611 -3.166397 8.127899 -0.638 -0.110 -0.041
C 6.899637 -4.863934 11.147539 0.269 -1.186 0.690
C 4.739547 -2.253289 6.606460 0.803 -0.195 0.189
C 4.705622 -1.782971 2.867065 0.816 1.445 0.566
C 2.424153 -1.900367 2.523533 1.603 -0.942 -1.170
C 6.680081 -0.813603 11.540018 0.923 0.477 -0.508
C 4.804897 0.087843 10.688625 0.432 0.564 0.131
C 5.008989 -6.496123 3.493753 0.482 -0.172 -0.554
C 1.554308 2.320173 3.751336 0.584 -0.717 0.468
C 3.186891 1.655980 5.148532 0.198 -0.942 0.430
C -0.581123 -2.232419 6.129737 -0.805 0.596 -0.831
C 3.264523 -2.365352 1.252650 -0.969 -0.434 0.911
C 0.393050 -3.380949 5.912919 -0.164 -0.253 1.389
C 7.275651 1.387231 4.903263 -0.286 -0.088 0.516
H -1.606555 -2.303860 5.755359 0.204 -0.778 -0.214
H 1.976164 -2.768784 3.003871 0.151 -0.019 0.057
H 6.497116 -4.319995 11.998835 0.015 0.665 -0.449
H 6.319173 0.543757 9.104242 0.148 0.025 -0.011
H 5.234923 -2.842124 7.380668 -0.325 -0.124 0.138
H 2.311708 -0.379678 5.292028 -0.134 0.030 -0.490
H -0.201700 -1.347732 5.612150 0.304 0.196 0.635
H 4.412090 -7.373906 3.725918 0.082 0.003 0.176
H 7.965322 -4.720554 11.010621 -0.099 0.394 -0.053
H 1.661011 -1.143498 2.367255 0.363 0.286 -0.225
H 2.968485 -3.332566 0.840797 -0.019 0.220 0.011
H 3.997107 -0.108308 9.990383 0.256 -0.567 -0.105
H 0.104919 -4.203641 5.258643 0.248 0.349 -0.346
H 5.081895 -6.385709 2.415707 -0.306 0.190 0.025
H 7.938849 2.182817 4.583005 0.075 -0.057 0.049
H 5.531051 -2.006145 5.902047 -0.272 0.444 -0.089
H 6.702215 -5.903202 11.406264 0.057 -0.063 -0.328
H 4.412616 0.713179 11.491637 -0.029 0.095 -0.012
H 3.616653 1.782022 6.140142 -0.451 0.833 0.062
H 6.990947 1.433560 5.950590 0.024 0.253 -0.068
H 6.021629 -6.558178 3.879688 -0.200 -0.007 0.429
H 3.927375 -2.804918 6.152472 -0.162 0.111 0.175
H 4.021140 1.296694 4.542411 -0.254 -0.022 -0.395
H 6.388611 1.369670 4.275802 0.060 -0.099 -0.094
```
Forces are in eV/Å.

---

Below is an isolated molecule of C5H10O2, with properties calculated with ωB97M-V with the def2-TZVPD basis set.

Properties
SMILES   C[C@@H](O)[C@H]1CCO1
Electronic energy   -9441.0709 eV
Gap between HOMO and LUMO   10.85 eV
HOMO level   -9.812 eV

```
17
Properties=species:S:1:pos:R:3:forces:R:3
O -1.001887 1.552831 -0.133886 0.105 0.080 0.214
O 0.735949 -0.456014 1.012801 -0.041 -0.043 0.128
C -2.101741 -0.523685 0.450072 -0.018 -0.038 0.022
C 1.512103 0.278888 -0.832063 0.015 0.056 -0.114
C -1.095633 0.177835 -0.459240 -0.045 -0.226 -0.099
C 0.268788 -0.488738 -0.354812 -0.171 -0.076 -0.187
C 2.022120 0.030555 0.592251 0.321 0.104 0.046
H -3.078448 -0.037284 0.379821 0.142 -0.064 -0.016
H -1.428501 0.140394 -1.504171 0.058 -0.015 0.126
H 2.788118 -0.752379 0.669300 -0.120 0.110 -0.008
H 2.334696 0.900486 1.180600 -0.024 -0.109 -0.116
H 1.290237 1.327378 -1.041808 0.062 -0.162 0.013
H -0.581684 1.583913 0.737895 -0.112 0.093 -0.047
H -2.211684 -1.582195 0.189911 0.013 0.141 -0.012
H 2.087893 -0.161431 -1.648304 -0.110 0.042 0.127
H -1.756787 -0.468186 1.488978 -0.055 -0.009 -0.159
H 0.216466 -1.522371 -0.727342 -0.023 0.117 0.085
```
Forces are in eV/Å.